# C19H26N2O3S

The molecule C19H26N2O3S (ωB97M-V/def2-TZVPD, the Open Molecules 2025 dataset).

Its calculated total energy is -40082.4517 eV. The value obtained for the HOMO energy is -0.2980 Ha.

ORCA input file:
```
! RIJCOSX wB97M-V def2-TZVPD def2/J DEFGRID3
* xyz 0 1
H 1.28 -3.66 -0.76
H 4.02 1.52 2.01
C -4.59 2.28 -0.62
H -3.94 2.81 -1.34
H 0.06 -1.74 -2.08
C -2.83 0.92 0.24
H -0.77 -1.55 1.35
C 3.98 2.16 -0.80
C 0.93 -1.66 -1.46
H 3.35 -2.76 0.53
H 3.59 2.69 0.07
C 1.58 -2.63 -0.78
H 6.05 1.06 -1.94
H 1.80 1.76 0.90
H -5.89 1.48 -2.13
C 3.39 0.67 1.73
N 2.02 1.07 1.60
H 4.68 -0.02 -2.26
C -3.98 -3.63 -0.03
C -0.31 0.51 1.39
C 1.03 0.19 1.94
O -4.05 1.01 -0.33
O -3.24 -1.39 0.19
N 4.70 0.98 -0.37
H -4.90 -3.38 0.50
S 1.68 -0.13 -1.27
H 3.15 1.95 -1.49
C -2.86 -2.73 0.45
H 4.68 2.82 -1.30
H -4.15 -3.48 -1.09
C 3.97 0.02 0.45
H -4.66 2.89 0.29
C 5.37 0.34 -1.49
H -6.42 3.03 -1.47
C -2.38 -0.39 0.52
H -1.93 -2.96 -0.09
H 3.41 -0.07 2.54
H 4.74 -0.70 0.78
C 2.91 -0.80 -0.24
H -0.15 2.66 1.36
C 2.71 -2.14 -0.08
H 5.95 -0.50 -1.12
C -1.14 -0.57 1.11
H -2.34 3.00 0.35
C -0.75 1.80 1.11
H -3.73 -4.67 0.16
C -5.97 2.08 -1.22
O 1.23 -0.79 2.63
C -2.01 1.99 0.55
H -2.69 -2.86 1.52
H -6.60 1.55 -0.52
*
```

Results of the Mulliken charge analysis, in e, for atoms 1 through 6: atom 1 (H): 0.423, atom 2 (H): 0.453, atom 3 (C): -0.352, atom 4 (H): 0.385, atom 5 (H): 0.526, atom 6 (C): 1.217